No. 1
The following is a DFT calculation (wB97M-V/def2-TZVPD) of a structure of composition C24H43BF4N6O4SZr.

Computed properties:
* E: -66376.523 eV
* total charge: +2
* Kohn-Sham gap: 0.3295 Ha
* relative energy (zero: lowest compared OMol25 entry of this formula, charge and spin): 0.000 eV
* E_LUMO: -5.63 eV

Last column: Löwdin charge in e.
Geometry (Å):
Zr  -0.7260  0.5350  -1.4710  1.80
C  4.4891  1.5793  1.7665  -0.02
C  3.2378  0.7103  1.8672  -0.33
C  2.7082  0.7773  3.3099  -0.07
C  1.4969  -0.0818  3.7668  -0.46
C  1.9386  -1.3227  4.5292  -0.01
C  0.5673  0.7822  4.6083  -0.01
N  0.7542  -0.6056  2.5155  0.10
C  -0.7347  -0.7357  2.5882  -0.09
C  -1.3192  -1.7015  1.5574  -0.14
N  -1.8204  -1.2445  0.2274  -0.15
C  -3.0901  -0.5362  0.5187  -0.08
C  -3.5002  0.4682  -0.5410  -0.54
O  -4.4258  1.2196  -0.4333  0.14
O  -2.6853  0.5013  -1.6017  -0.25
C  -2.0029  -2.5471  -0.5371  -0.30
C  -3.1978  -2.5888  -1.4864  -0.02
C  -0.7587  -3.0051  -1.3604  -0.08
C  0.7330  -2.5958  -1.1750  -0.49
C  1.4517  -3.4647  -0.1326  -0.02
C  1.4033  -2.8792  -2.5233  -0.02
N  0.9025  -1.1193  -0.8334  -0.07
C  2.3085  -0.6424  -0.9681  -0.15
C  2.5015  0.7997  -0.5134  -0.14
N  2.1765  1.0645  0.8930  -0.16
C  1.5143  2.3613  1.0919  -0.05
C  0.0157  2.1224  1.2146  -0.59
O  -0.7190  2.6663  1.9848  0.14
O  -0.4000  1.1282  0.4050  -0.34
H  5.2533  1.2281  2.4589  0.10
H  4.2623  2.6171  2.0191  0.10
H  4.9227  1.5591  0.7678  0.08
H  3.5164  -0.3256  1.6338  0.15
H  2.4775  1.8208  3.5300  0.12
H  3.5397  0.5275  3.9696  0.14
H  2.4118  -1.0296  5.4651  0.11
H  2.6692  -1.9048  3.9590  0.10
H  1.0903  -1.9638  4.7802  0.10
H  1.1577  1.2091  5.4190  0.11
H  -0.2394  0.2112  5.0666  0.10
H  0.1467  1.6101  4.0349  0.09
H  1.0768  -0.0248  1.6962  0.10
H  1.1479  -1.5327  2.3471  0.14
H  -1.1584  0.2649  2.5684  0.11
H  -0.9503  -1.1722  3.5628  0.14
H  -2.1665  -2.1843  2.0572  0.14
H  -0.6052  -2.5023  1.3922  0.10
H  -2.9584  0.0623  1.4202  0.14
H  -3.9200  -1.2182  0.7168  0.15
H  -2.2079  -3.3041  0.2281  0.14
H  -3.1050  -1.8846  -2.3085  0.08
H  -4.1496  -2.4331  -0.9814  0.09
H  -3.2364  -3.5894  -1.9172  0.11
H  -0.9959  -2.7925  -2.3963  0.10
H  -0.7522  -4.0957  -1.3065  0.14
H  1.3659  -4.5121  -0.4214  0.11
H  1.0469  -3.3905  0.8764  0.07
H  2.5187  -3.2435  -0.0871  0.08
H  1.1259  -3.8810  -2.8497  0.11
H  2.4901  -2.8542  -2.4544  0.10
H  1.0790  -2.1800  -3.2930  0.08
H  0.6771  -1.0434  0.1523  0.06
H  2.5862  -0.6862  -2.0177  0.12
H  2.9863  -1.3032  -0.4237  0.12
H  1.8886  1.4618  -1.1313  0.09
H  3.5331  1.0767  -0.7518  0.14
H  1.6855  3.0450  0.2543  0.13
H  1.8587  2.8844  1.9789  0.13
S  -0.7114  3.1059  -1.6531  0.76
C  -1.9103  3.5750  -2.8233  -0.70
N  -3.2104  3.2775  -2.5808  0.12
C  -4.1950  3.6475  -3.4172  0.01
C  -3.8765  4.3637  -4.5374  0.02
C  -2.5271  4.6636  -4.7227  -0.04
N  -1.5709  4.2770  -3.8862  0.11
H  -3.4464  2.7398  -1.7475  0.12
H  -5.1977  3.3540  -3.1397  0.15
H  -4.6354  4.6857  -5.2333  0.13
H  -2.2017  5.2419  -5.5796  0.14
F  0.2215  -0.2852  -5.2596  0.30
B  -0.2759  0.1823  -4.1344  -1.18
F  0.7579  0.6255  -3.1493  -0.03
F  -1.1945  1.2075  -4.1500  0.17
F  -0.9146  -0.8336  -3.2686  0.00

No. 2
The following is a DFT calculation (wB97M-V/def2-TZVPD) of a structure of composition C24H43Cl18FINO7S in a non-equilibrium geometry.

Computed properties:
* E: -288463.243 eV
* total charge: 0
* Kohn-Sham gap: 0.3487 Ha
* relative energy (zero: lowest compared OMol25 entry of this formula, charge and spin): 0.482 eV
* E_LUMO: 0.14 eV

Last column: Löwdin charge in e.
Geometry (Å):
C  4.9049  -1.5786  1.3782  0.00
C  4.5498  -1.0387  0.0319  -0.53
O  5.0873  -1.4203  -0.9742  0.11
O  3.5664  -0.1041  -0.0173  -0.05
C  2.4464  -0.4727  -0.8544  -0.14
C  1.1620  -0.3114  -0.0282  -0.16
C  0.0651  0.4581  -0.7643  -0.17
C  -1.0666  0.8057  0.2486  -0.11
C  -2.3777  0.0469  0.0451  -0.33
C  -2.1861  -1.3728  -0.5064  -0.08
C  -3.3707  -2.3464  -0.4014  -0.16
C  -2.8406  -3.8052  -0.4356  -0.18
C  -2.5369  -4.3937  0.9633  -0.18
C  -1.0251  -4.4517  1.2919  -0.39
N  -0.7506  -4.2703  2.7332  -0.13
O  -3.1343  0.7543  -1.0275  -0.18
S  -4.6868  0.7326  -0.7086  0.60
O  -5.2731  -0.1268  -1.6810  -0.22
O  -5.2872  2.0215  -0.6650  -0.21
O  -4.6629  0.0788  0.7798  -0.10
C  -3.3173  0.2416  1.2268  -0.47
F  -2.9285  -0.7226  2.1226  0.06
C  -3.2760  1.6218  1.9408  -0.07
C  -3.1578  1.5229  3.4465  -0.79
O  -2.2908  2.0279  4.0634  0.04
I  -4.7002  0.4482  4.5169  0.92
H  4.6779  -0.8455  2.1528  0.09
H  4.3994  -2.5196  1.5741  0.07
H  5.9746  -1.7749  1.4244  0.02
H  2.5412  -1.5120  -1.1628  0.13
H  2.3951  0.2101  -1.7016  0.10
H  0.8148  -1.2622  0.3883  0.11
H  1.4377  0.2926  0.8405  0.09
H  0.5263  1.4018  -1.0663  0.05
H  -0.2803  -0.0105  -1.6838  0.12
H  -0.6833  0.6291  1.2561  0.13
H  -1.3029  1.8667  0.1364  0.08
H  -1.9999  -1.2319  -1.5710  0.14
H  -1.2741  -1.8169  -0.1111  0.11
H  -4.0516  -2.2596  -1.2434  0.11
H  -3.9274  -2.2601  0.5277  0.10
H  -1.9362  -3.8310  -1.0518  0.11
H  -3.5659  -4.4542  -0.9272  0.11
H  -3.1003  -3.8446  1.7206  0.10
H  -2.9119  -5.4194  0.9642  0.11
H  -0.4701  -3.7144  0.7194  0.05
H  -0.6764  -5.4231  0.9488  0.08
H  -0.5420  -3.3062  2.9565  0.06
H  -1.6050  -4.5512  3.1973  0.07
H  -4.2378  2.1096  1.7709  0.13
H  -2.5191  2.3009  1.5651  0.12
C  4.4809  2.4555  -2.3671  -0.99
Cl  4.5611  2.4319  -4.1327  0.50
Cl  2.9233  3.0604  -1.7787  0.51
H  4.6196  1.4441  -1.9983  0.01
H  5.2648  3.1024  -1.9920  0.03
C  -4.1411  2.8433  -3.8815  -1.00
Cl  -4.4625  3.2225  -5.5840  0.54
Cl  -2.4933  2.2518  -3.6422  0.56
H  -4.2755  3.7418  -3.2922  -0.02
H  -4.8367  2.0761  -3.5604  0.02
C  2.9976  -5.3706  1.2366  -0.96
Cl  3.0534  -5.2972  -0.5390  0.49
Cl  1.4679  -4.7420  1.8825  0.69
H  3.1009  -6.4050  1.5424  0.03
H  3.8238  -4.7880  1.6248  -0.01
C  -5.7932  6.2896  -4.2593  -1.03
Cl  -5.3336  7.8861  -4.8610  0.51
Cl  -5.4061  6.1025  -2.5402  0.52
H  -6.8619  6.1654  -4.3865  0.03
H  -5.2540  5.5362  -4.8247  -0.05
C  0.8341  3.4491  1.7545  -0.96
Cl  0.5580  3.8132  0.0415  0.54
Cl  2.4399  2.7773  2.0342  0.53
H  0.7359  4.3671  2.3223  0.02
H  0.0936  2.7270  2.0811  0.00
C  4.6649  5.7318  4.0370  -1.02
Cl  3.1033  6.4825  3.6746  0.50
Cl  4.5010  4.0054  4.3649  0.49
H  5.3174  5.8621  3.1822  0.03
H  5.0864  6.2138  4.9107  0.02
C  8.4054  -4.0496  0.6751  -1.00
Cl  9.8728  -3.1760  1.1238  0.51
Cl  7.1624  -3.9321  1.9299  0.55
H  8.0102  -3.6229  -0.2397  0.03
H  8.6516  -5.0943  0.5305  0.02
C  6.7343  1.4854  -7.5107  -1.02
Cl  5.4356  2.6642  -7.2897  0.48
Cl  6.4815  0.0325  -6.5379  0.50
H  6.7686  1.2015  -8.5555  0.02
H  7.6700  1.9433  -7.2135  0.02
C  -8.1590  -1.4501  4.6382  -1.04
Cl  -8.8372  -1.7444  6.2425  0.51
Cl  -6.8577  -2.5842  4.2535  0.46
H  -8.9448  -1.5639  3.9015  0.03
H  -7.7599  -0.4425  4.6089  -0.02

No. 3
The following is a DFT calculation (wB97M-V/def2-TZVPD) of a cluster of 7 separate species, C24H43Cl2N10O2 in total in a non-equilibrium geometry.

Computed properties:
* E: -69614.914 eV
* total charge: +1
* Kohn-Sham gap: 0.3350 Ha
* E_LUMO: -2.54 eV

Last column: Löwdin charge in e.
Geometry (Å):
C  3.6528  -0.7015  1.4372  -0.11
C  2.4342  -1.5051  0.8407  -0.63
Cl  2.3181  -3.2569  1.3332  0.59
C  1.4708  -0.9863  -0.0509  -0.53
Cl  0.2097  -2.1559  -0.6269  0.64
C  1.5718  0.5271  -0.5155  -0.25
O  0.9155  0.8064  -1.7674  -0.11
C  1.4848  2.0525  -2.2054  -0.15
C  1.2513  3.2897  -1.2368  -0.09
N  1.2428  3.0161  0.2300  -0.07
C  2.3611  3.8255  0.8844  -0.11
C  3.8171  3.4000  0.4227  -0.13
C  4.9397  4.5074  0.7994  -0.21
O  6.1354  3.8563  1.2888  -0.10
C  1.2125  1.5808  0.6641  -0.17
C  -0.0281  1.1745  1.5733  -0.04
C  -1.4657  1.1209  0.9200  -0.60
N  -1.6838  1.7693  -0.3769  0.10
N  -2.4042  1.7977  1.8995  0.05
N  -2.0050  -0.2764  0.7961  0.06
H  4.5611  -1.3944  1.5072  0.09
H  3.9918  0.1750  0.7901  0.07
H  3.4383  -0.3332  2.4861  0.09
H  2.6931  0.7002  -0.7105  0.14
H  2.5893  1.9520  -2.4680  0.14
H  0.9641  2.3102  -3.1921  0.16
H  0.2389  3.7444  -1.5224  0.14
H  2.0056  4.0933  -1.5454  0.15
H  0.3789  3.4499  0.6121  0.17
H  2.1874  4.9419  0.7123  0.16
H  2.2127  3.6670  2.0103  0.16
H  3.9313  3.1657  -0.6773  0.12
H  4.1011  2.4772  1.0396  0.10
H  4.5032  5.2427  1.5453  0.13
H  5.2100  5.0195  -0.1862  0.14
H  5.8845  3.2021  1.9757  0.03
H  2.1133  1.4709  1.3693  0.14
H  0.2194  0.1816  2.0858  0.14
H  -0.0622  1.9365  2.4337  0.13
H  -1.2924  2.7040  -0.4743  0.05
H  -1.5489  1.1706  -1.1918  0.09
H  -3.3431  1.8477  1.4611  0.08
H  -2.0876  2.7887  1.8636  0.06
H  -1.4885  -0.9063  1.4231  0.06
H  -2.9609  -0.2539  1.1912  0.09
C  7.6760  1.2093  3.9294  -0.05
C  6.4183  1.9510  4.0332  -0.26
N  5.4283  2.5345  4.1166  0.14
H  7.5051  0.1309  3.9203  0.09
H  8.2152  1.4620  3.0140  0.09
H  8.3392  1.4270  4.7688  0.09
C  -3.5214  -2.5622  -1.1032  -0.09
C  -4.6765  -3.4488  -0.9475  -0.28
N  -5.5837  -4.1460  -0.8255  0.11
H  -2.6957  -3.0635  -1.6161  0.00
H  -3.7728  -1.6718  -1.6830  0.06
H  -3.1431  -2.2217  -0.1384  0.04
C  -1.6642  -6.5437  -2.4676  -0.07
C  -1.4697  -5.1091  -2.6805  -0.23
N  -1.3168  -3.9808  -2.8482  0.12
H  -1.2052  -6.8770  -1.5348  0.09
H  -2.7248  -6.8014  -2.4178  0.09
H  -1.2241  -7.1340  -3.2739  0.02
C  -6.9654  -0.6939  -3.0732  -0.07
C  -6.1261  0.0273  -2.1151  -0.28
N  -5.4660  0.5944  -1.3612  0.12
H  -7.8067  -1.1836  -2.5789  0.09
H  -7.3772  -0.0226  -3.8294  0.08
H  -6.4004  -1.4677  -3.5972  0.08
C  -2.3929  -10.4670  -3.4375  -0.06
C  -1.2116  -9.6096  -3.5468  -0.26
N  -0.2830  -8.9361  -3.6326  0.14
H  -2.2102  -11.3177  -2.7781  0.09
H  -3.2487  -9.9208  -3.0351  0.08
H  -2.6890  -10.8660  -4.4097  0.09
C  -4.4671  5.0240  2.7259  -0.07
C  -3.1826  5.7259  2.6983  -0.29
N  -2.1707  6.2723  2.6767  0.11
H  -4.5579  4.3247  1.8921  0.07
H  -4.5911  4.4494  3.6461  0.09
H  -5.3086  5.7167  2.6618  0.09